{
  "formula": "C27H53BN2NiOP2Si",
  "method": "wB97M-V/def2-TZVPD",
  "species": ["Ni", "C", "C", "C", "C", "P", "C", "N", "B", "N", "C", "P", "C", "C", "C", "C", "C", "C", "C", "C", "C", "C", "C", "C", "C", "C", "C", "C", "C", "C", "H", "H", "H", "H", "H", "H", "H", "H", "H", "H", "H", "H", "H", "H", "H", "H", "H", "H", "H", "H", "H", "H", "H", "H", "H", "H", "H", "H", "H", "H", "H", "H", "H", "H", "H", "H", "H", "H", "H", "H", "H", "H", "H", "H", "C", "Si", "C", "C", "O", "H", "H", "H", "H", "H", "H", "H", "H", "H"],
  "positions_angstrom": [[0.005, -0.138, -0.002], [-3.796, -1.839, 0.448], [-3.585, -0.364, 0.784], [-4.910, 0.392, 0.683], [-3.054, -0.271, 2.227], [-2.207, 0.314, -0.250], [-2.447, 2.146, -0.028], [-1.113, 2.652, 0.006], [0.012, 1.768, -0.001], [1.148, 2.634, 0.099], [2.473, 2.099, 0.086], [2.159, 0.278, 0.287], [3.409, -0.483, -0.841], [2.831, -0.262, -2.250], [4.808, 0.127, -0.762], [3.460, -1.993, -0.587], [2.524, 0.016, 2.107], [2.102, -1.402, 2.510], [3.985, 0.235, 2.499], [1.635, 1.005, 2.875], [0.731, 3.962, 0.179], [1.444, 5.139, 0.293], [0.730, 6.338, 0.368], [-0.657, 6.348, 0.324], [-1.382, 5.159, 0.203], [-0.680, 3.973, 0.131], [-2.530, 0.085, -2.087], [-3.966, 0.369, -2.529], [-2.152, -1.351, -2.477], [-1.582, 1.035, -2.833], [-4.411, -2.302, 1.225], [-2.852, -2.377, 0.403], [-4.312, -1.969, -0.505], [-5.617, -0.069, 1.380], [-5.351, 0.345, -0.310], [-4.816, 1.441, 0.965], [-3.777, -0.734, 2.905], [-2.911, 0.764, 2.549], [-2.101, -0.794, 2.333], [-2.977, 2.356, 0.905], [-3.049, 2.560, -0.844], [3.104, 2.488, 0.891], [2.987, 2.302, -0.858], [2.782, 0.797, -2.518], [1.826, -0.682, -2.334], [3.474, -0.761, -2.980], [4.804, 1.202, -0.950], [5.431, -0.337, -1.533], [5.289, -0.048, 0.197], [2.457, -2.409, -0.497], [4.016, -2.231, 0.322], [3.963, -2.484, -1.425], [2.762, -2.163, 2.096], [1.091, -1.631, 2.175], [2.141, -1.483, 3.601], [4.630, -0.553, 2.109], [4.065, 0.209, 3.590], [4.374, 1.200, 2.164], [0.584, 0.900, 2.598], [1.923, 2.045, 2.715], [1.727, 0.786, 3.942], [2.527, 5.133, 0.323], [1.269, 7.273, 0.457], [-1.187, 7.290, 0.385], [-2.465, 5.168, 0.166], [-4.665, -0.376, -2.146], [-4.013, 0.327, -3.621], [-4.313, 1.359, -2.225], [-2.847, -2.089, -2.074], [-1.153, -1.611, -2.127], [-2.170, -1.436, -3.569], [-1.814, 2.087, -2.656], [-1.679, 0.840, -3.905], [-0.541, 0.869, -2.552], [-1.464, -4.442, 0.355], [0.150, -3.613, -0.124], [1.432, -4.391, 1.006], [0.557, -4.196, -1.859], [0.108, -2.009, -0.039], [-1.317, -5.512, 0.534], [-2.223, -4.340, -0.426], [-1.862, -4.007, 1.277], [1.415, -5.476, 0.869], [1.222, -4.186, 2.060], [2.447, -4.047, 0.795], [0.750, -5.273, -1.879], [1.449, -3.688, -2.244], [-0.265, -3.990, -2.552]],
  "forces_ev_per_angstrom": [[-0.116, 0.262, -0.002], [-0.120, 0.004, -0.015], [0.113, -0.216, 0.186], [-0.046, -0.008, 0.096], [-0.026, -0.003, 0.009], [0.444, 0.252, -0.578], [-0.207, 0.031, 0.110], [0.132, 0.411, -0.023], [-0.009, -0.035, 0.188], [-0.102, 0.426, -0.021], [0.245, 0.022, -0.073], [-0.302, 0.231, 0.416], [-0.082, -0.247, -0.106], [0.003, 0.013, -0.032], [0.017, -0.003, -0.109], [0.096, 0.029, -0.026], [0.071, -0.170, -0.087], [0.035, 0.028, 0.067], [0.009, 0.040, 0.053], [0.043, 0.033, 0.030], [0.153, -0.256, -0.033], [-0.002, 0.113, 0.014], [0.028, -0.093, -0.017], [-0.047, -0.098, -0.006], [0.020, 0.139, 0.012], [-0.166, -0.273, -0.088], [-0.132, -0.156, 0.061], [0.002, 0.022, -0.051], [0.000, -0.001, -0.065], [-0.039, 0.034, -0.012], [0.000, 0.001, -0.029], [0.042, 0.040, 0.002], [-0.006, 0.012, 0.037], [0.001, 0.024, -0.018], [0.015, -0.019, 0.018], [-0.018, -0.024, 0.009], [-0.004, 0.033, -0.004], [0.007, -0.007, -0.026], [-0.023, -0.026, -0.027], [-0.016, -0.026, 0.009], [0.021, 0.051, 0.008], [-0.026, 0.025, 0.006], [0.012, 0.004, 0.000], [-0.007, -0.005, 0.018], [0.027, -0.034, 0.021], [0.003, 0.028, 0.005], [0.014, -0.027, -0.009], [-0.001, 0.020, 0.021], [-0.005, -0.022, 0.005], [0.125, 0.162, -0.061], [0.006, 0.018, -0.008], [0.027, 0.010, 0.031], [-0.007, 0.037, 0.007], [-0.024, 0.024, -0.009], [0.021, -0.005, -0.040], [-0.023, 0.001, 0.005], [0.004, 0.006, -0.025], [-0.010, -0.025, 0.015], [-0.023, -0.034, -0.013], [-0.011, -0.013, 0.009], [0.021, 0.040, -0.008], [-0.007, 0.001, 0.000], [0.002, -0.008, 0.005], [0.000, -0.013, -0.004], [0.006, 0.004, 0.002], [0.030, 0.009, -0.012], [-0.003, 0.001, 0.023], [0.009, -0.023, -0.010], [0.021, 0.026, -0.016], [0.030, 0.021, 0.024], [-0.029, -0.006, 0.036], [0.002, -0.028, -0.010], [-0.011, 0.040, 0.016], [0.026, -0.041, 0.014], [-0.159, -0.076, 0.073], [-0.079, 0.355, 0.013], [0.155, -0.096, 0.159], [0.078, 0.009, -0.209], [-0.142, -0.783, 0.018], [0.020, 0.049, -0.044], [-0.002, -0.004, 0.056], [0.010, -0.098, -0.018], [-0.001, 0.018, 0.024], [0.000, -0.024, -0.036], [-0.073, -0.112, 0.056], [-0.023, 0.040, -0.017], [-0.053, -0.060, -0.005], [0.037, -0.002, 0.014]],
  "mulliken_charge": [-0.22, -1.80, 2.37, -1.68, -1.63, 1.06, -1.98, 0.60, -0.54, 0.60, -1.74, 0.87, 2.27, -1.62, -1.73, -1.73, 1.89, -1.57, -1.85, -1.78, 0.27, -0.87, -0.77, -0.77, -0.68, 0.36, 1.99, -1.93, -1.43, -1.76, 0.61, -0.04, 0.26, 0.52, 0.31, 0.29, 0.58, 0.29, 0.18, 0.64, 0.56, 0.58, 0.51, 0.28, 0.13, 0.59, 0.28, 0.53, 0.31, -0.18, 0.29, 0.63, 0.38, -0.11, 0.52, 0.34, 0.49, 0.27, 0.11, 0.29, 0.67, 0.47, 0.40, 0.39, 0.47, 0.35, 0.50, 0.31, 0.25, -0.20, 0.53, 0.27, 0.68, 0.10, -1.49, 0.56, -1.36, -1.27, 0.38, 0.47, 0.31, 0.36, 0.51, 0.29, 0.35, 0.48, 0.28, 0.33],
  "fmax_ev_per_a": 0.80,
  "lumo_energy_ev": 0.62,
  "de_lowest_kj_mol": 0.00,
  "charge": 0,
  "orbital_gap_ev": 8.226,
  "spin_multiplicity": 1,
  "mol_weight_g_mol": 581.3
}

{
  "formula": "C27H53BrF10N6O6P2",
  "method": "wB97M-V/def2-TZVPD",
  "species": ["C", "C", "C", "C", "O", "C", "Br", "O", "C", "O", "O", "C", "C", "C", "F", "C", "C", "C", "F", "F", "C", "F", "F", "C", "F", "F", "C", "F", "F", "F", "H", "H", "H", "H", "H", "H", "H", "H", "H", "H", "H", "H", "H", "H", "H", "H", "H", "O", "P", "N", "C", "C", "N", "C", "C", "N", "C", "C", "H", "H", "H", "H", "H", "H", "H", "H", "H", "H", "H", "H", "H", "H", "H", "H", "H", "H", "O", "P", "N", "C", "C", "N", "C", "C", "N", "C", "C", "H", "H", "H", "H", "H", "H", "H", "H", "H", "H", "H", "H", "H", "H", "H", "H", "H", "H"],
  "positions_angstrom": [[0.889, 1.927, 5.110], [0.835, 0.400, 4.919], [2.204, -0.237, 4.662], [2.071, -1.750, 4.521], [1.720, -2.170, 3.189], [2.725, -2.438, 2.373], [3.903, -3.969, 3.026], [3.667, -1.394, 2.071], [4.406, -1.919, 1.029], [5.483, -1.577, 0.726], [3.670, -2.887, 0.394], [2.348, -2.718, 0.917], [1.602, -4.030, 0.657], [0.309, -4.187, 1.451], [0.412, -5.158, 2.433], [1.498, -1.612, 0.256], [2.214, -0.807, -0.840], [1.980, 0.678, -0.698], [0.644, 0.888, -0.927], [2.208, 1.118, 0.563], [2.751, 1.539, -1.757], [1.901, 1.811, -2.770], [3.762, 0.829, -2.309], [3.385, 2.846, -1.218], [4.052, 3.420, -2.237], [4.310, 2.542, -0.284], [2.396, 3.894, -0.600], [2.831, 5.115, -0.960], [2.376, 3.869, 0.727], [1.151, 3.752, -1.059], [0.198, 2.405, 4.421], [1.895, 2.310, 4.973], [0.517, 2.191, 6.097], [0.161, 0.134, 4.105], [0.447, -0.067, 5.823], [2.789, -0.081, 5.571], [2.732, 0.220, 3.830], [1.255, -2.072, 5.163], [2.965, -2.237, 4.898], [2.228, -4.894, 0.871], [1.358, -4.097, -0.400], [-0.484, -4.487, 0.765], [-0.030, -3.256, 1.900], [1.175, -0.928, 1.041], [0.583, -2.010, -0.162], [1.764, -1.075, -1.795], [3.271, -1.021, -0.948], [-1.318, -5.667, -1.652], [-1.763, -6.941, -2.308], [-0.265, -7.719, -2.677], [0.434, -7.446, -3.918], [0.653, -7.762, -1.544], [-2.528, -6.300, -3.695], [-2.404, -6.812, -5.045], [-2.828, -4.875, -3.706], [-2.709, -8.390, -2.439], [-4.116, -8.175, -2.019], [-2.224, -9.585, -1.720], [-0.083, -7.892, -4.767], [1.416, -7.921, -3.900], [0.576, -6.372, -4.104], [0.126, -8.053, -0.632], [1.135, -6.795, -1.357], [1.427, -8.512, -1.717], [-1.543, -6.380, -5.566], [-3.300, -6.561, -5.621], [-2.325, -7.898, -5.062], [-1.953, -4.269, -3.971], [-3.188, -4.544, -2.735], [-3.622, -4.669, -4.428], [-4.198, -7.962, -0.949], [-4.706, -9.064, -2.241], [-4.559, -7.347, -2.568], [-2.031, -9.391, -0.661], [-1.317, -9.966, -2.180], [-2.969, -10.377, -1.790], [-1.510, 6.950, 2.370], [-1.861, 7.734, 1.141], [-1.149, 6.802, -0.125], [0.230, 6.985, -0.534], [-1.461, 5.378, -0.050], [-1.007, 9.178, 1.463], [-0.218, 9.923, 0.504], [-0.518, 9.389, 2.819], [-2.938, 8.594, 0.083], [-3.899, 9.437, 0.836], [-3.725, 7.797, -0.878], [0.373, 7.921, -1.074], [0.507, 6.208, -1.244], [0.933, 6.943, 0.311], [-2.521, 5.218, 0.164], [-0.881, 4.868, 0.729], [-1.257, 4.900, -1.010], [0.814, 9.557, 0.456], [-0.182, 10.979, 0.792], [-0.655, 9.893, -0.492], [0.419, 8.851, 3.010], [-1.250, 9.064, 3.552], [-0.345, 10.454, 2.988], [-4.605, 8.836, 1.418], [-4.464, 10.059, 0.143], [-3.374, 10.104, 1.516], [-4.283, 6.988, -0.399], [-3.081, 7.377, -1.645], [-4.438, 8.446, -1.388]],
  "forces_ev_per_angstrom": [[-0.592, -0.477, -0.024], [0.339, 0.183, -0.181], [-0.541, -0.229, 0.494], [0.033, 0.742, 0.635], [0.432, 0.396, 0.213], [0.402, -0.241, -1.185], [-0.457, 0.013, 0.479], [0.454, -0.191, 0.656], [-0.688, -0.292, -0.095], [0.798, 0.355, -0.190], [0.050, 1.693, -0.186], [-1.413, -2.697, -0.335], [0.179, -0.412, 0.429], [-0.628, 0.212, -0.795], [0.191, 0.084, 0.175], [0.558, 1.136, 0.520], [-0.080, -0.087, -0.199], [-0.707, -0.602, -0.298], [0.080, 0.229, 0.237], [0.319, 0.156, -0.163], [-0.101, -0.165, -0.182], [0.193, 0.276, 0.123], [0.018, -0.009, 0.394], [0.415, 0.016, 0.206], [-0.407, -0.023, -0.078], [-0.231, -0.129, -0.056], [0.209, 1.027, -0.072], [-0.116, -0.230, 0.037], [-0.024, -0.355, -0.206], [0.200, -0.255, 0.043], [0.205, 0.232, -0.216], [0.038, 0.183, -0.020], [0.249, 0.119, 0.179], [-0.088, 0.001, -0.049], [-0.185, -0.067, 0.022], [0.281, 0.126, -0.073], [0.053, -0.038, -0.115], [-0.178, -0.210, -0.136], [0.155, -0.301, -0.501], [0.137, 0.024, 0.136], [0.098, 0.141, -0.152], [-0.033, -0.299, 0.042], [0.165, 0.030, 0.293], [0.010, 0.049, 0.060], [-0.015, -0.344, 0.023], [0.155, 0.051, -0.204], [0.087, 0.008, 0.210], [-1.441, -1.109, 2.265], [1.960, 0.554, -5.260], [-0.121, -0.549, 0.367], [-0.229, 0.115, -0.303], [-0.120, 0.138, 0.206], [0.035, 0.279, 0.161], [-0.340, -0.374, -0.041], [0.221, 0.175, 0.133], [-0.339, 0.615, 2.735], [-0.175, 0.189, -0.268], [0.324, -0.198, -0.137], [-0.051, 0.136, 0.005], [0.022, 0.047, 0.210], [0.052, -0.033, -0.039], [0.014, 0.072, -0.004], [0.000, -0.020, 0.038], [-0.031, -0.009, -0.094], [-0.035, -0.008, -0.036], [-0.001, 0.054, 0.043], [0.112, -0.016, 0.141], [-0.054, 0.066, -0.008], [0.115, 0.005, 0.039], [0.045, -0.149, -0.090], [-0.048, -0.118, 0.030], [0.106, -0.071, -0.009], [0.140, 0.062, -0.035], [-0.068, -0.096, 0.050], [0.111, 0.204, -0.005], [-0.128, 0.134, -0.002], [-2.935, -0.151, 0.091], [5.014, 1.627, -1.751], [-0.538, -0.193, -0.489], [0.188, 0.532, 0.125], [-0.244, -0.058, 0.307], [0.038, -0.092, 0.237], [-0.304, 0.277, -0.245], [0.112, -0.259, 0.135], [-1.840, -1.408, 1.562], [0.179, 0.291, 0.121], [0.183, -0.156, -0.313], [-0.014, 0.060, 0.185], [-0.130, -0.132, 0.077], [0.056, -0.012, -0.080], [0.049, 0.030, 0.082], [-0.060, -0.045, -0.004], [0.039, 0.095, -0.039], [0.003, 0.046, -0.014], [-0.002, -0.027, 0.063], [-0.045, -0.179, 0.002], [0.005, 0.041, 0.074], [0.039, -0.123, -0.018], [0.020, 0.024, -0.181], [-0.099, 0.025, -0.078], [0.029, -0.076, -0.097], [0.129, -0.092, 0.004], [-0.113, 0.023, -0.049], [0.155, -0.092, 0.149], [-0.009, 0.097, 0.157]],
  "mulliken_charge": [-1.24, -0.33, -0.61, -0.71, -0.15, -0.69, -0.07, -0.29, 0.38, -0.51, -0.46, 2.81, -2.07, -0.30, -0.40, -1.43, -1.62, 1.24, -0.37, -0.30, 0.45, -0.27, -0.34, 0.48, -0.31, -0.25, 0.85, -0.29, -0.24, -0.30, 0.30, 0.37, 0.34, 0.26, 0.32, 0.38, 0.36, 0.51, 0.40, 0.65, 0.58, 0.29, 0.28, 0.28, 0.66, 0.59, 0.74, -0.76, 0.80, 0.13, -0.98, -1.17, 0.20, -1.16, -1.04, 0.00, -1.08, -0.93, 0.30, 0.36, 0.29, 0.35, 0.35, 0.39, 0.36, 0.35, 0.32, 0.27, 0.30, 0.36, 0.34, 0.40, 0.32, 0.34, 0.25, 0.39, -0.91, 0.75, 0.23, -1.02, -1.09, 0.22, -1.13, -1.03, 0.04, -1.10, -0.94, 0.31, 0.33, 0.28, 0.45, 0.27, 0.30, 0.36, 0.37, 0.29, 0.28, 0.32, 0.34, 0.34, 0.40, 0.32, 0.35, 0.25, 0.38],
  "fmax_ev_per_a": 5.64,
  "smiles": "CCCCO[C@]1(Br)OC(=O)O[C@]1(CCF)CCC(F)(F)C(F)(F)C(F)(F)C(F)(F)F.CN(C)P(=O)(N(C)C)N(C)C.CN(C)P(=O)(N(C)C)N(C)C",
  "lumo_energy_ev": 0.41,
  "charge": 0,
  "orbital_gap_ev": 8.757,
  "spin_multiplicity": 1,
  "mol_weight_g_mol": 889.6
}

| no. | E_HOMO (eV) |
| --- | --- |
| 1 | -7.608 |
| 2 | -8.351 |